Entry 1:
15
Properties=species:S:1:pos:R:3 method="wB97M-V/def2-TZVPD" spin_multiplicity=1 total_energy_ha=-250.003288 e_homo_ha=-0.501 charge=+1
C -0.9022 -0.3253 1.7509
N -1.1186 1.0125 1.0673
H 0.1638 -0.4290 1.9423
H -1.2967 -1.1326 1.1303
H -1.4846 -0.3034 2.6756
H -0.9852 1.7410 1.7645
H -0.4893 1.0517 0.2186
H -2.0619 0.9610 0.6822
C 1.8506 -1.0612 -1.5707
C 1.1688 0.0881 -1.6039
O -0.1774 0.1644 -1.2287
H 1.5481 -1.8059 -0.8302
H 2.8489 -1.0295 -1.9891
H 1.6646 0.9728 -1.9969
H -0.7288 0.0955 -2.0122


Entry 2:
16
Properties=species:S:1:pos:R:3 method="wB97M-V/def2-TZVPD" spin_multiplicity=2 total_energy_ha=-325.370626 e_homo_ha="0.158 / -0.005" charge=-2
C 1.6122 -0.4507 -0.0863
C 0.5562 0.5604 0.3413
C -0.9233 0.1200 0.0600
O -1.8525 1.0638 0.4167
N 3.0287 -0.1229 0.1029
H 1.3824 -1.4373 0.3518
H 1.4457 -0.6308 -1.1647
H 0.6640 1.4231 -0.3257
H 0.7353 0.9990 1.3274
H -0.8657 -0.0115 -1.0564
H -1.0902 -0.8497 0.5746
H 3.3746 0.4398 -0.6757
H 3.1211 0.3812 0.9829
H -3.9407 -1.1295 -0.7770
H -3.2469 0.1528 -0.0089
O -4.0009 -0.5077 -0.0630


Entry 3:
16
Properties=species:S:1:pos:R:3 method="wB97M-V/def2-TZVPD" spin_multiplicity=1 smiles=[NH3+]C(CO)CO total_energy_ha=-325.273628 e_homo_ha=-0.555 charge=+1
C -1.2490 -0.8428 0.0797
O -1.2254 -1.5261 1.3018
C 0.2073 -0.2856 -0.1180
C 0.3843 0.7681 -1.1982
O 1.7875 0.9983 -1.2121
N 0.5374 0.4193 1.1728
H -1.9991 -0.0616 0.3546
H -1.6603 -1.4389 -0.7593
H -1.2598 -2.4860 1.2408
H 0.9077 -1.1191 -0.3054
H -0.0540 0.3732 -2.1574
H -0.0781 1.7560 -1.0926
H 1.9613 1.7627 -1.7723
H 0.4995 -0.3177 1.9185
H 1.4381 0.9114 1.1241
H -0.1975 1.0890 1.4230


Entry 4:
16
Properties=species:S:1:pos:R:3 method="wB97M-V/def2-TZVPD" spin_multiplicity=1 total_energy_ha=-325.235924 e_homo_ha=-0.559 charge=+1
C 1.2646 -0.7311 -0.2855
C 2.1436 -0.0524 0.4228
C -0.4632 -1.1429 1.3403
N -0.0876 -0.8308 0.1697
H 1.4236 -1.0994 -1.2814
H 2.1966 0.2850 1.4524
H 3.1396 0.0844 0.0050
H -1.4772 -0.8808 1.6215
H 0.1514 -1.5781 2.1208
H -0.8421 -0.6786 -0.4933
H -2.7940 1.7949 1.2775
H -1.3084 1.7690 0.6950
O -2.0179 1.2577 1.0918
H 0.7578 0.8080 -2.3748
H -0.5265 1.4515 -2.8365
O -0.1875 0.6905 -2.3558


Entry 5:
16
Properties=species:S:1:pos:R:3 method="wB97M-V/def2-TZVPD" spin_multiplicity=3 total_energy_ha=-325.068598 e_homo_ha="-0.399 / -0.590" charge=+1
C -0.9808 1.6844 -0.5987
C -0.3030 0.2163 1.3116
C 1.0743 0.3885 -0.5297
N -0.0774 0.6430 -0.0524
O 0.2427 -2.5457 -0.5337
O 1.7948 -0.4344 0.1232
H -1.0883 2.6101 -0.0967
H -0.5741 2.0757 -1.5734
H -2.0075 1.3948 -0.7006
H 0.6492 -0.1068 1.8307
H -0.7250 0.9310 2.0163
H -1.0166 -0.6278 1.3886
H 1.6352 0.8986 -1.2707
H 0.7123 -3.1329 -1.0826
H -0.6503 -2.8264 -0.7882
H 1.3146 -1.1682 0.5563


Entry 6:
17
Properties=species:S:1:pos:R:3 method="wB97M-V/def2-TZVPD" spin_multiplicity=1 smiles="CC(C)N.O=PO" total_energy_ha=-666.902796 e_homo_ha=-0.378 charge=0
C -2.4348 0.2020 -0.3711
C -0.0139 0.9216 0.2690
C -1.1357 -0.1383 0.4502
N -0.4233 -1.4153 0.2755
O 5.1181 0.7530 -0.1955
O 3.2151 -0.7411 -0.4548
P 3.7413 0.6431 0.1561
H -2.8767 0.9169 0.2559
H -2.4038 0.5713 -1.4344
H -3.1177 -0.6630 -0.4020
H -0.5022 1.9688 0.2299
H 0.5445 0.8062 -0.6746
H 0.8856 1.0484 0.9204
H -1.5187 -0.0809 1.5187
H -1.0997 -2.1800 0.4366
H -0.2997 -1.5488 -0.7841
H 2.3215 -1.0639 -0.1957


Entry 7:
18
Properties=species:S:1:pos:R:3 method="wB97M-V/def2-TZVPD" spin_multiplicity=2 total_energy_ha=-1121.189592 e_homo_ha="-0.680 / -0.680" charge=+2
N -0.0258 1.8326 -1.3728
C 0.0972 1.1392 -0.0354
C 1.2416 1.9642 0.6554
O 1.4639 3.0646 0.2585
C 0.6301 -0.3291 -0.0885
S -0.6844 -1.5250 0.3490
S -0.1146 -2.1642 2.2131
H 0.8780 1.8223 -1.8482
H -0.7313 1.3130 -1.9161
H -0.3706 2.7784 -1.1816
H -0.8521 1.0870 0.5024
H 1.7800 1.5899 1.5596
H 0.8628 -0.6917 -1.1097
H 1.5623 -0.3609 0.4799
H 1.0607 -2.8222 1.9292
H -2.3639 -0.2033 -3.4224
H -1.2375 -0.0236 -4.4093
O -1.4227 -0.0073 -3.4651


Entry 8:
17
Properties=species:S:1:pos:R:3 method="wB97M-V/def2-TZVPD" spin_multiplicity=1 smiles=CCOC([NH3+])(O)O total_energy_ha=-400.485860 e_homo_ha=-0.544 charge=+1
C -0.4593 -1.2641 2.3678
C -0.6320 -0.2226 1.2338
C 0.1255 0.6442 -0.8674
N 1.2568 0.0510 -1.8808
O -1.0170 0.3625 -1.5853
O 0.4408 1.9371 -0.5168
O 0.3558 -0.1959 0.1553
H -0.6978 -2.2998 2.1757
H 0.6552 -1.3771 2.6453
H -1.0949 -1.0293 3.1095
H -0.7289 0.7738 1.8575
H -1.6273 -0.3679 0.9170
H 1.6277 -0.7248 -1.3318
H 0.7665 -0.3176 -2.7082
H 1.9944 0.7689 -2.1156
H -0.8984 0.6812 -2.4759
H -0.0668 2.5804 -0.9801